No. 1
Density functional theory data (ωB97M-V/def2-TZVPD) for 2 unconnected molecules or ions with the total composition C4H9N3S at a distorted geometry.

Summary:
Maximum force in hartree/bohr: 0.0991
Orbital gap in eV: 7.753
Molar mass in u: 131.20

Last column: natural (NBO) charge in e.
Geometry (Å):
1 C -0.202 -0.360 0.074  -0.0005
2 H 1.013 -1.342 -1.312  0.2082
3 H -1.143 -1.636 -1.506  0.2052
4 H -2.853 1.485 0.019  0.3842
5 S 2.389 0.260 -0.021  0.0143
6 N -2.164 0.821 0.277  -0.4401
7 N -2.488 -0.238 -0.423  -0.1727
8 H -0.436 -0.911 2.026  0.3727
9 H 0.647 0.158 -1.889  0.2460
10 H -0.461 1.315 1.402  0.2278
11 H -0.359 2.144 -0.204  0.2152
12 N 0.340 -0.900 1.397  -0.8297
13 C -1.376 -0.909 -0.661  -0.0889
14 C -0.700 1.054 0.340  -0.2626
15 C 0.964 -0.322 -0.956  -0.5608
16 H 2.642 1.845 -1.078  0.1139
17 H 0.788 -1.776 1.344  0.3678

No. 2
Density functional theory data (ωB97M-V/def2-TZVPD) for a gas-phase ion, C4H9N4 (charge +1) at a distorted geometry.

Summary:
Maximum force in hartree/bohr: 0.0736
Orbital gap in eV: 9.380
Charge: +1
Molar mass in u: 113.14

Last column: natural (NBO) charge in e.
Geometry (Å):
1 H -1.498 -1.285 1.812  0.4512
2 H 1.001 0.463 2.188  0.2634
3 C -1.394 0.984 -0.350  0.0271
4 H 1.627 0.664 -1.452  0.1943
5 H 0.915 1.531 0.762  0.2258
6 N 1.432 -0.390 0.336  -0.6261
7 N -2.400 -0.949 0.073  -0.1205
8 C 0.705 0.479 1.104  -0.0517
9 H -1.024 1.902 -0.654  0.2559
10 H -2.865 0.175 -1.652  0.2469
11 C -2.440 0.118 -0.726  -0.0560
12 H 1.659 -1.061 -1.753  0.2166
13 C 2.016 -0.354 -1.002  -0.4161
14 N -1.494 -0.762 0.963  -0.1114
15 H 1.436 -1.361 0.659  0.3824
16 N -0.813 0.341 0.680  -0.1128
17 H 3.138 -0.496 -0.988  0.2309